[1]
{"formula": "C5H10O", "method": "ωB97M-V/def2-TZVPD", "species": ["O", "C", "C", "C", "C", "C", "H", "H", "H", "H", "H", "H", "H", "H", "H", "H"], "positions_angstrom": [[-1.2788, 0.6914, -0.3624], [-2.4851, 0.5978, 0.4105], [1.9390, -1.0461, 0.6806], [0.5840, -0.4167, 0.8399], [-0.4447, -0.8279, -0.1574], [1.8068, 0.4327, 0.4901], [-0.6993, 1.3776, 0.0137], [2.0942, -1.6676, -0.1974], [-3.0948, -0.1524, -0.0877], [-2.9817, 1.5721, 0.4158], [1.8790, 0.8139, -0.5269], [-2.2611, 0.2579, 1.4251], [0.0441, -0.7928, -1.1481], [2.4341, -1.4090, 1.5763], [0.2542, -0.3314, 1.8785], [2.2374, 1.0806, 1.2505]], "e_tot_ev": -7389.7530, "orbital_gap_ev": 8.008, "total_charge": 0, "de_lowest_kj_mol": 483.6}

[2]
{"formula": "C5H10O", "method": "ωB97M-V/def2-TZVPD", "species": ["O", "C", "C", "C", "C", "C", "H", "H", "H", "H", "H", "H", "H", "H", "H", "H"], "positions_angstrom": [[-0.5196, 0.9115, -0.7619], [-0.0709, -0.5614, -0.3018], [-0.9318, -1.6869, -0.7298], [1.9072, 0.7058, 0.4180], [1.1056, -0.5920, 0.3308], [-1.3333, 1.3875, 0.3258], [2.3506, 0.9919, 1.3886], [-2.4488, 1.0985, 0.0847], [1.4694, 1.3657, -0.2914], [-1.3218, 2.4170, 0.3959], [-0.5685, -2.6200, -0.2246], [1.4832, -1.5457, 0.5033], [2.7683, 0.3925, -0.2399], [-1.0524, 1.0063, 1.2613], [-0.9047, -1.6788, -1.7516], [-1.9326, -1.5918, -0.4073]], "e_tot_ev": -7392.0092, "smiles": "C/C=C(/C)OC", "orbital_gap_ev": 10.225, "total_charge": 0, "de_lowest_kj_mol": 265.9}

[3]
{"formula": "C5H10O", "method": "ωB97M-V/def2-TZVPD", "species": ["O", "C", "C", "C", "C", "C", "H", "H", "H", "H", "H", "H", "H", "H", "H", "H"], "positions_angstrom": [[2.6884, -1.1808, 2.7279], [0.6845, 1.3346, 0.1280], [4.7798, 0.8733, -0.1786], [2.1406, 1.2694, -0.0936], [0.0000, 0.0000, 0.0000], [3.3622, 1.2026, -0.2676], [0.4574, -0.7798, 0.6319], [5.1177, 0.3682, -1.0992], [2.5265, -0.2357, 2.9485], [5.0038, 0.2216, 0.6826], [3.5623, -1.1839, 2.2757], [0.2466, 2.0463, -0.5981], [-0.0806, -0.3848, -1.0306], [0.5210, 1.7458, 1.1427], [-1.0150, 0.2086, 0.3780], [5.3457, 1.8132, -0.0651]], "e_tot_ev": -7392.7753, "smiles": "CC#CCC.O", "orbital_gap_ev": 10.106, "total_charge": 0, "de_lowest_kj_mol": 192.0}

[4]
{"formula": "C5H10O", "method": "ωB97M-V/def2-TZVPD", "species": ["O", "C", "C", "C", "C", "C", "H", "H", "H", "H", "H", "H", "H", "H", "H", "H"], "positions_angstrom": [[-0.9299, -0.4962, 0.6101], [-0.1483, 0.7997, -0.2127], [0.7853, -0.1464, -0.7085], [0.4604, 1.8376, 0.4926], [-2.1930, -0.8504, 0.1352], [1.9221, -0.7169, 0.0549], [2.8750, -0.5043, -0.4468], [-2.9969, -0.3645, 0.7118], [0.6769, -0.4959, -1.7363], [1.8108, -1.8077, 0.0654], [-2.3486, -1.9370, 0.2028], [-2.3386, -0.5635, -0.9256], [-0.0020, 2.8185, 0.5601], [1.9538, -0.3671, 1.0868], [1.3765, 1.6837, 1.0517], [-0.9364, 1.0890, -0.9121]], "e_tot_ev": -7389.8186, "orbital_gap_ev": [8.333, 7.010], "total_charge": 0, "de_lowest_kj_mol": 477.3}

[5]
{"formula": "C5H10O", "method": "ωB97M-V/def2-TZVPD", "species": ["O", "C", "C", "C", "C", "C", "H", "H", "H", "H", "H", "H", "H", "H", "H", "H"], "positions_angstrom": [[-0.1988, 0.8751, -0.9871], [0.3627, 1.9806, -1.6508], [-0.0559, -2.2015, 0.0571], [0.2430, -1.9541, 1.3810], [-0.1393, 0.9597, 0.4246], [-0.7050, -0.2062, 1.1720], [0.6346, -1.9611, -0.7429], [-1.6973, -0.3754, 0.7312], [-0.2952, -2.4984, 2.1565], [-0.9279, -2.7926, -0.2173], [0.3276, 1.7644, -2.7226], [0.8476, 1.3356, 0.7421], [-0.1977, 2.9087, -1.4607], [1.4129, 2.1425, -1.3586], [1.2627, -1.6867, 1.6498], [-0.8739, 1.7093, 0.8255]], "e_tot_ev": -7389.6482, "orbital_gap_ev": 8.684, "total_charge": 0, "de_lowest_kj_mol": 493.7}

[6]
{"formula": "C5H10O", "method": "ωB97M-V/def2-TZVPD", "species": ["O", "C", "C", "C", "C", "C", "H", "H", "H", "H", "H", "H", "H", "H", "H", "H"], "positions_angstrom": [[1.2194, -0.4122, -1.3532], [-0.9481, -1.3753, 0.1827], [-1.7989, 0.8820, -0.2891], [-0.7543, 0.0482, -0.1706], [1.4763, 0.4521, 0.8275], [0.6276, 0.5013, -0.4323], [-2.8169, 0.6895, -0.0193], [2.0965, -0.0918, -1.6153], [0.9295, 1.1020, 1.5582], [2.4939, 0.8667, 0.5878], [-0.2072, -1.7801, 0.9677], [1.5325, -0.5650, 1.2422], [-0.8214, -2.0927, -0.6882], [0.5766, 1.4941, -0.8212], [-1.9451, -1.6427, 0.6510], [-1.6603, 1.9239, -0.6281]], "e_tot_ev": -7393.6360, "smiles": "C=C(C)[C@@H](C)O", "orbital_gap_ev": 10.316, "total_charge": 0, "de_lowest_kj_mol": 109.0}

[7]
{"formula": "C5H10O", "method": "ωB97M-V/def2-TZVPD", "species": ["O", "C", "C", "C", "C", "C", "H", "H", "H", "H", "H", "H", "H", "H", "H", "H"], "positions_angstrom": [[1.0550, -1.6204, 0.5259], [-1.5333, 0.6145, 0.1239], [0.3668, -0.4425, 0.1366], [-0.8689, -0.3947, -0.8399], [1.4503, 0.3322, -0.5621], [-0.5174, 0.2296, 1.2169], [1.1580, 1.3726, -0.7540], [-0.0787, 1.0323, 1.8190], [-2.5876, 0.4359, 0.3431], [-1.3679, -1.3574, -0.9046], [1.6008, -0.1836, -1.5206], [-0.9312, -0.5296, 1.8923], [-0.7114, -0.0124, -1.8663], [-1.4237, 1.6572, -0.1963], [1.9800, -1.2803, 0.5603], [2.4092, 0.1466, 0.0257]], "e_tot_ev": -7393.3500, "smiles": "CC1(O)CCC1", "orbital_gap_ev": 11.004, "total_charge": 0, "de_lowest_kj_mol": 136.6}

[8]
{"formula": "C5H10O", "method": "ωB97M-V/def2-TZVPD", "species": ["O", "C", "C", "C", "C", "C", "H", "H", "H", "H", "H", "H", "H", "H", "H", "H"], "positions_angstrom": [[0.1570, 1.8835, 0.2442], [-1.2515, -0.2896, 0.3124], [0.7241, 0.0041, -1.0828], [1.2286, -0.3430, 0.3249], [-0.0317, -0.8161, 1.0957], [-0.6025, 0.5713, -0.7348], [-1.2846, 0.7745, -1.6110], [-0.6372, 2.0377, -0.3391], [-1.9796, 0.2583, 0.9228], [-0.0614, -1.9060, 1.1415], [-0.0377, -0.4346, 2.1184], [1.6083, 0.5695, 0.7910], [2.0308, -1.0756, 0.3092], [0.6151, -0.8762, -1.7234], [-1.8075, -1.1109, -0.1670], [1.3299, 0.7532, -1.6019]], "e_tot_ev": -7391.8771, "orbital_gap_ev": 11.192, "total_charge": 0, "de_lowest_kj_mol": 278.7}

[9]
{"formula": "C5H10O", "method": "ωB97M-V/def2-TZVPD", "species": ["O", "C", "C", "C", "C", "C", "H", "H", "H", "H", "H", "H", "H", "H", "H", "H"], "positions_angstrom": [[1.1887, -0.7151, 0.5597], [2.3230, 0.0667, 0.2826], [0.1285, -0.4168, -0.3083], [-0.5353, 0.9772, -0.1776], [-1.1955, -1.0961, 0.0801], [-1.9028, 0.2828, 0.0464], [2.5573, 0.0613, -0.7928], [3.1674, -0.3626, 0.8256], [0.4380, -0.6267, -1.3455], [-1.5562, -1.8437, -0.6329], [-2.5949, 0.4000, -0.7908], [-2.4266, 0.5655, 0.9643], [-1.1470, -1.5488, 1.0739], [2.1893, 1.1115, 0.6014], [-0.1830, 1.5487, 0.6872], [-0.4509, 1.5962, -1.0733]], "e_tot_ev": -7393.3826, "smiles": "COC1CCC1", "orbital_gap_ev": 10.735, "total_charge": 0, "de_lowest_kj_mol": 133.4}

[10]
{"formula": "C5H10O", "method": "ωB97M-V/def2-TZVPD", "species": ["O", "C", "C", "C", "C", "C", "H", "H", "H", "H", "H", "H", "H", "H", "H", "H"], "positions_angstrom": [[0.3364, 4.1151, -3.4321], [-1.2271, -2.3932, 0.9757], [0.4240, -0.9916, -0.1615], [1.1154, -0.1840, 0.9668], [0.4539, 0.5143, 1.8931], [-0.9812, -1.2623, 0.1651], [0.8191, 3.8680, -2.6257], [1.0383, -1.8378, -0.4310], [2.1723, -0.0673, 0.5802], [-2.1322, -2.3645, 1.4308], [-0.6474, -3.3090, 0.8809], [-0.4505, 0.2062, 2.2602], [0.7093, 1.5140, 2.2754], [0.4278, -0.5102, -1.1784], [-0.1889, 3.3565, -3.4393], [-1.8692, -0.6544, -0.1603]], "e_tot_ev": -7391.1572, "smiles": "C=CCC=C.O", "orbital_gap_ev": 9.621, "total_charge": 0, "de_lowest_kj_mol": 348.1}

[11]
{"formula": "C5H10O", "method": "ωB97M-V/def2-TZVPD", "species": ["O", "C", "C", "C", "C", "C", "H", "H", "H", "H", "H", "H", "H", "H", "H", "H"], "positions_angstrom": [[2.7552, -0.9286, -0.1646], [-0.0729, -0.0942, -0.4272], [2.3889, 0.3202, 0.3571], [-2.2824, -0.5737, 0.5075], [0.9131, 0.7441, -0.0371], [-1.4946, 0.2828, -0.5296], [-3.3843, -0.2548, 0.5149], [0.6590, 1.8095, 0.1404], [2.4577, 0.2509, 1.5008], [-1.7503, 1.3490, -0.4295], [-2.1361, -1.6329, 0.2229], [-1.8713, 0.0877, -1.6043], [2.3919, -0.9713, -1.0544], [3.1246, 1.1461, 0.1364], [0.2286, -1.1513, -0.6696], [-1.9271, -0.3836, 1.5364]], "e_tot_ev": -7393.3116, "smiles": "CC/C=C/CO", "orbital_gap_ev": 10.325, "total_charge": 0, "de_lowest_kj_mol": 140.3}

[12]
{"formula": "C5H10O", "method": "ωB97M-V/def2-TZVPD", "species": ["O", "C", "C", "C", "C", "C", "H", "H", "H", "H", "H", "H", "H", "H", "H", "H"], "positions_angstrom": [[-1.4399, -1.5359, -0.1455], [0.2260, 0.3215, 1.8261], [0.6932, -0.3223, 0.5459], [0.2776, 0.1966, -0.8754], [-0.6368, 1.3772, -1.0791], [-0.3170, -1.0216, -0.2812], [-0.0594, -2.5081, -0.9255], [-0.8432, 0.4936, 1.7978], [1.7130, -0.6934, 0.5663], [-0.9789, 1.4371, -2.1152], [-1.5159, 1.2921, -0.4522], [1.0792, 0.1065, -1.6008], [0.7211, 1.2730, 1.9938], [0.4340, -0.3187, 2.6861], [-0.1342, 2.3085, -0.8382], [0.7812, -2.4062, -1.1029]], "e_tot_ev": -7390.8723, "orbital_gap_ev": 9.539, "total_charge": 0, "de_lowest_kj_mol": 375.6}